--- 1 ---
Molecular formula: C2HN2O2
Method: DFT, wB97M-V/def2-TZVPD

The gap between HOMO and LUMO comes out at 8.2 eV. As for the LUMO energy: 4.54 eV. As for the charge: -1.

Element x y z (Å)
N1 2.2692 -1.2536 -0.0002
C1 1.4236 -0.4595 -0.0179
C2 0.2869 0.3393 -0.0121
N2 -1.0223 0.0121 0.0662
O1 -1.7493 0.9901 -0.0617
O2 -1.5249 -1.0935 0.0736
H1 0.3167 1.4652 -0.0479

--- 2 ---
Molecular formula: C2HN2O2
Method: DFT, wB97M-V/def2-TZVPD

The gap between HOMO and LUMO (alpha / beta) comes out at 7.2 / 7.5 eV. As for the LUMO energy (alpha / beta): 3.41 / 3.70 eV. As for the charge: -1.

Element x y z (Å)
C1 -0.4806 -1.3408 -1.8645
C2 -0.4350 -1.8695 -0.6655
N1 -0.8608 -0.7291 -2.8334
N2 0.2011 -2.7950 0.0272
O1 0.7129 -2.7578 1.1477
O2 0.1025 -3.8523 -0.6698
H1 0.1404 1.1206 -0.2992

Which structure wins on stability? 1 wins.

--- 1 ---
Molecular formula: C5H10ClN
Method: DFT, wB97M-V/def2-TZVPD

The gap between HOMO and LUMO comes out at 10.3 eV. As for the LUMO energy: 0.93 eV. As for the charge: 0.

Element x y z (Å)
C1 2.7524 -1.0358 -0.0283
C2 1.2574 -0.9158 -0.1017
N1 0.6116 0.1298 0.1748
C3 -1.0192 0.1123 0.1068
C4 -1.3424 0.8291 -1.1858
C5 -1.5596 0.9429 1.2238
Cl1 -1.6087 -1.4570 0.1392
H1 3.1927 -0.2777 0.4932
H2 3.0993 -1.2092 -1.1069
H3 2.9050 -1.8229 0.6628
H4 0.8084 -1.7879 -0.5059
H5 -1.3463 0.1999 -2.0492
H6 -0.6047 1.6265 -1.4051
H7 -2.1883 1.4667 -0.9766
H8 -2.5466 0.6112 1.3414
H9 -0.9929 0.6419 2.2107
H10 -1.4184 1.9459 1.0069

--- 2 ---
Molecular formula: C5H10ClN
Method: DFT, wB97M-V/def2-TZVPD

The gap between HOMO and LUMO comes out at 9.9 eV. As for the LUMO energy: 0.92 eV. As for the charge: 0.

Element x y z (Å)
C1 1.7526 0.5404 1.3415
C2 1.3954 -0.1574 0.2520
C3 1.9690 -1.0565 -0.7553
C4 -2.5884 0.8918 -0.3095
C5 -0.4897 -0.2306 -0.2514
N1 -1.1735 0.8125 0.1327
Cl1 -0.9584 -1.8903 0.6336
H1 0.8392 1.0768 1.9045
H2 2.6680 0.6682 1.8411
H3 2.9484 -1.5179 -0.5312
H4 1.3870 -1.9537 -1.0143
H5 2.2289 -0.6596 -1.8001
H6 -2.8452 -0.0926 -0.5979
H7 -3.1873 1.2098 0.5865
H8 -2.5063 1.7035 -1.1211
H9 -0.4564 -0.5892 -1.2827
H10 -0.9833 1.2448 0.9715

Which structure wins on stability? 1 wins.

--- 1 ---
Molecular formula: C3H4NS
Method: DFT, wB97M-V/def2-TZVPD

The gap between HOMO and LUMO (alpha / beta) comes out at 7.1 / 7.1 eV. As for the LUMO energy (alpha / beta): -6.99 / -7.02 eV. As for the charge: +1.

Element x y z (Å)
C1 1.4741 -0.4062 1.4756
C2 1.1026 1.3451 2.3887
C3 -0.1067 0.8645 0.0454
N1 0.3283 -0.5143 0.6343
S1 0.0507 2.0508 1.4268
H1 0.4993 1.3065 -0.7195
H2 -1.2775 0.9399 -0.3192
H3 0.5348 -1.2458 -0.1007
H4 -0.4087 -1.0478 1.1752

--- 2 ---
Molecular formula: C3H4NS
Method: DFT, wB97M-V/def2-TZVPD

The gap between HOMO and LUMO comes out at 9.4 eV. As for the LUMO energy: -5.90 eV. As for the charge: +1.

Element x y z (Å)
C1 -0.8372 -0.4910 0.0113
C2 0.8118 -0.8808 -0.0180
C3 -0.3511 1.0247 0.0152
N1 -0.3395 -1.6567 0.0106
S1 -2.1096 0.5903 -0.0100
H1 1.3513 -0.7732 -0.9567
H2 1.3849 -0.7164 0.8922
H3 0.0275 1.4399 0.9435
H4 0.0620 1.4630 -0.8881

Which structure wins on stability? 2 wins.

--- 1 ---
Molecular formula: C5H13N2O
Method: DFT, wB97M-V/def2-TZVPD

The gap between HOMO and LUMO (alpha / beta) comes out at 8.3 / 4.5 eV. As for the LUMO energy (alpha / beta): -9.58 / -13.37 eV. As for the expectation value of S²: 0.75. As for the multiplicity: 2. As for the charge: +2.

Element x y z (Å)
C1 -0.7249 -1.9030 0.7337
O1 0.2454 -2.4352 1.6300
C2 0.0188 -0.7595 0.0638
C3 -0.9622 0.1332 -0.7054
C4 -0.1877 1.3601 -0.9992
C5 -0.6023 2.6872 -0.8321
N1 1.2040 1.1280 -1.3130
N2 0.6799 0.1696 0.9879
H1 -1.5577 -1.5583 1.3553
H2 -1.1030 -2.6221 0.0084
H3 -0.0142 -3.3438 1.8185
H4 0.8196 -1.1189 -0.5820
H5 -1.4774 -0.3075 -1.5708
H6 -1.7395 0.6106 -0.0910
H7 -0.0375 3.6173 -0.8427
H8 -1.6603 2.8412 -0.6162
H9 1.7612 1.9431 -1.5720
H10 1.2049 0.8082 -0.1019
H11 1.3402 0.4111 -2.0276
H12 0.1065 0.6425 1.6771
H13 1.5019 -0.2613 1.4036

--- 2 ---
Molecular formula: C5H13N2O
Method: DFT, wB97M-V/def2-TZVPD

The gap between HOMO and LUMO (alpha / beta) comes out at 12.5 / 7.4 eV. As for the LUMO energy (alpha / beta): -8.12 / -13.06 eV. As for the expectation value of S²: 0.78. As for the multiplicity: 2. As for the charge: +2.

Element x y z (Å)
N1 1.0089 -0.5602 2.1083
C1 0.9717 0.2293 0.8317
C2 0.5720 1.7018 1.0299
C3 -0.2846 -0.4008 0.1232
N2 -0.4377 -0.0989 -1.1610
C4 -1.5175 -0.7706 -1.8297
C5 0.5007 0.7865 -1.9723
O1 -1.0845 -1.1237 0.8058
H1 1.9378 -0.5021 2.5411
H2 0.8234 -1.5115 1.7521
H3 0.2354 -0.2329 2.5676
H4 1.9376 0.1171 0.2510
H5 1.5041 2.1890 1.3480
H6 -0.2740 1.6629 1.7657
H7 0.2139 2.2664 0.1168
H8 -2.5637 -0.3637 -1.5893
H9 -1.4410 -1.8312 -1.6270
H10 -1.3558 -0.6115 -2.9129
H11 -0.0415 1.7486 -2.1820
H12 0.9775 0.2655 -2.9278
H13 1.2707 1.1302 -1.2778

Which structure wins on stability? 2 wins.

--- 1 ---
Molecular formula: C4H6NO
Method: DFT, wB97M-V/def2-TZVPD

The gap between HOMO and LUMO (alpha / beta) comes out at 6.4 / 8.6 eV. As for the LUMO energy (alpha / beta): -5.42 / -8.54 eV. As for the expectation value of S²: 2.01. As for the multiplicity: 3. As for the charge: +1.

Element x y z (Å)
C1 -0.5296 -1.1331 -0.2890
C2 0.4651 0.4052 1.0658
C3 0.4082 -0.6622 1.8966
C4 0.2395 0.9918 -1.2947
N1 -0.0215 0.0064 -0.2041
O1 0.4677 -1.4852 2.6917
H1 -1.1173 -1.5810 0.5478
H2 -0.9250 -1.4343 -1.2339
H3 0.0403 1.3224 1.4141
H4 -0.1109 1.8849 -0.8701
H5 1.3269 0.9697 -1.5030
H6 -0.2436 0.7154 -2.2211

--- 2 ---
Molecular formula: C4H6NO
Method: DFT, wB97M-V/def2-TZVPD

The gap between HOMO and LUMO (alpha / beta) comes out at 6.5 / 8.9 eV. As for the LUMO energy (alpha / beta): -4.17 / -6.56 eV. As for the expectation value of S²: 2.01. As for the multiplicity: 3. As for the charge: +1.

Element x y z (Å)
C1 -2.7377 -0.4348 -0.0428
C2 0.9681 -1.0066 -0.1341
C3 -1.5549 -0.9569 0.1807
C4 -0.2833 -0.3072 0.1385
N1 -0.2544 1.1705 0.0859
O1 -3.7782 0.0100 -0.2491
H1 1.8934 -0.4663 -0.1656
H2 0.9814 -2.0765 -0.1333
H3 -1.5461 -2.0304 0.3289
H4 -0.4092 1.5004 -0.8801
H5 0.6673 1.5081 0.3970
H6 -0.9859 1.5765 0.6858

Which structure wins on stability? 2 wins.